Record 1
# C21H24N2O3S

A single C21H24N2O3S molecule (wB97M-V/def2-TZVPD, OMol25).

Cartesian coordinates (Å):
C  3.88  1.24  0.67
O  4.68  0.38  1.44
C  4.02  -0.76  1.92
C  3.64  -1.79  0.86
N  2.44  -1.40  0.15
C  2.18  -1.79  -1.10
O  2.91  -2.49  -1.78
C  0.88  -1.20  -1.70
N  -0.32  -1.41  -0.91
C  -0.61  -0.88  0.30
O  0.16  -0.25  1.02
C  -2.01  -1.23  0.59
C  -2.77  -0.98  1.72
C  -4.08  -1.43  1.73
C  -4.61  -2.11  0.64
C  -3.84  -2.37  -0.49
C  -2.53  -1.93  -0.50
C  -1.46  -2.05  -1.54
H  -1.23  -3.10  -1.78
H  -1.73  -1.54  -2.46
H  -4.25  -2.91  -1.33
H  -5.63  -2.44  0.67
H  -4.70  -1.25  2.59
H  -2.34  -0.45  2.56
C  1.09  0.29  -1.99
H  1.09  0.85  -1.06
H  2.03  0.43  -2.52
S  -0.27  0.93  -3.02
C  -0.43  2.62  -2.32
C  -0.87  2.57  -0.90
C  0.01  2.90  0.13
C  -0.40  2.83  1.45
C  -1.69  2.42  1.75
C  -2.57  2.08  0.74
C  -2.16  2.15  -0.58
H  -2.83  1.87  -1.38
H  -3.57  1.76  0.97
H  -2.01  2.37  2.78
H  0.29  3.09  2.24
H  1.01  3.23  -0.11
H  0.53  3.12  -2.44
H  -1.17  3.10  -2.96
H  0.73  -1.72  -2.65
H  1.74  -0.86  0.66
H  3.48  -2.76  1.35
H  4.45  -1.91  0.13
H  3.11  -0.47  2.48
H  4.72  -1.22  2.62
H  3.70  0.83  -0.33
H  2.92  1.44  1.15
H  4.44  2.17  0.57

Summary:
SMILES   COCCNC(=O)[C@H](CSCc1ccccc1)N1Cc2ccccc2C1=O
2S+1   1
M   384.5 g mol⁻¹
Relative energy (zero: lowest compared OMol25 entry of this formula, charge and spin)   30.5 kJ/mol

Record 2
# C21H24N2O4

A 3-piece molecular cluster, C21H24N2O4 overall (wB97M-V/def2-TZVPD, OMol25).

Cartesian coordinates (Å):
C  1.20  -0.73  1.23
C  1.73  0.67  1.11
O  1.96  1.21  0.06
O  1.91  1.30  2.30
C  1.58  2.69  2.29
C  0.09  2.95  2.21
C  -0.37  4.23  1.91
C  -1.73  4.49  1.81
C  -2.64  3.47  2.01
C  -2.19  2.19  2.34
C  -0.83  1.94  2.45
C  -3.20  1.11  2.54
O  -3.02  0.18  3.30
C  -4.45  1.27  1.75
C  -4.88  2.49  1.43
C  -4.11  3.69  1.88
O  -4.64  4.74  2.14
H  1.75  -1.42  0.60
H  0.15  -0.67  0.93
H  1.22  -1.04  2.27
H  1.97  3.10  3.22
H  2.08  3.20  1.47
H  0.34  5.03  1.74
H  -2.07  5.49  1.58
H  -0.49  0.95  2.72
H  -4.98  0.37  1.45
H  -5.78  2.64  0.85
C  0.34  1.30  -5.58
C  0.90  1.88  -4.28
C  0.81  0.92  -3.10
C  -0.58  0.56  -2.81
N  -1.67  0.28  -2.60
H  -0.72  1.07  -5.48
H  0.45  2.01  -6.40
H  0.86  0.38  -5.85
H  0.37  2.80  -4.04
H  1.95  2.15  -4.43
H  1.24  1.36  -2.20
H  1.37  0.00  -3.31
C  1.01  -6.58  -0.63
C  2.43  -6.01  -0.67
C  2.92  -5.55  0.70
C  2.08  -4.49  1.25
N  1.40  -3.66  1.68
H  0.29  -5.82  -0.31
H  0.71  -6.92  -1.62
H  0.95  -7.42  0.06
H  2.47  -5.18  -1.37
H  3.12  -6.77  -1.05
H  3.94  -5.17  0.64
H  2.92  -6.38  1.41

Summary:
SMILES   CC(=O)OCc1ccc2c(c1)C(=O)C=CC2=O.CCCC#N.CCCC#N
2S+1   1
M   368.4 g mol⁻¹
Relative energy (zero: lowest compared OMol25 entry of this formula, charge and spin)   335.1 kJ/mol

Record 3
# C21H24N2O6S

A single C21H24N2O6S molecule (wB97M-V/def2-TZVPD, OMol25).

Cartesian coordinates (Å):
O  -2.46  -1.54  2.44
C  -2.23  -0.41  2.05
N  -3.16  0.43  1.56
H  -2.84  1.32  1.20
C  -4.48  0.00  1.19
H  -5.23  0.68  1.62
C  -4.64  -0.02  -0.34
C  -3.65  -0.99  -1.01
H  -2.85  -0.46  -1.51
C  -4.54  -1.79  -1.96
H  -4.19  -2.81  -2.12
C  -5.88  -1.73  -1.24
H  -6.74  -1.86  -1.90
H  -5.92  -2.48  -0.44
O  -5.95  -0.43  -0.70
H  -4.61  -1.29  -2.93
H  -3.21  -1.65  -0.26
H  -4.50  1.00  -0.72
H  -4.63  -1.00  1.60
C  -0.82  0.19  2.05
N  -0.35  0.20  0.68
C  0.77  -0.56  0.28
C  1.92  -0.63  1.06
C  3.03  -1.32  0.61
C  3.02  -1.90  -0.66
C  1.87  -1.83  -1.43
C  0.75  -1.18  -0.97
H  -0.14  -1.11  -1.57
H  1.88  -2.30  -2.40
O  4.13  -2.53  -1.18
C  5.31  -2.25  -0.47
C  5.07  -2.36  1.03
H  5.98  -2.16  1.60
O  4.13  -1.39  1.43
H  4.69  -3.36  1.27
H  6.05  -2.98  -0.81
H  5.67  -1.24  -0.71
H  1.97  -0.17  2.03
S  -0.60  1.55  -0.27
O  -1.42  2.45  0.49
O  -1.09  1.15  -1.56
C  1.06  2.20  -0.44
C  1.80  1.90  -1.56
C  3.12  2.30  -1.62
C  3.68  2.99  -0.56
C  2.93  3.29  0.56
C  1.60  2.89  0.62
H  0.99  3.12  1.48
H  3.37  3.84  1.38
H  4.72  3.29  -0.61
H  3.71  2.06  -2.50
H  1.32  1.36  -2.37
H  -0.17  -0.44  2.66
H  -0.84  1.21  2.45

Summary:
SMILES   O=C(CN(c1ccc2c(c1)OCCO2)S(=O)(=O)c1ccccc1)NC[C@H]1CCCO1
2S+1   1
M   432.5 g mol⁻¹
Relative energy (zero: lowest compared OMol25 entry of this formula, charge and spin)   215.4 kJ/mol

Record 4
# C21H24N2O8S

A single C21H24N2O8S molecule (wB97M-V/def2-TZVPD, OMol25).

Cartesian coordinates (Å):
C  1.81  2.27  2.53
H  1.02  1.61  2.91
O  2.47  1.69  1.42
C  1.73  1.35  0.33
C  0.37  1.59  0.22
C  -0.31  1.14  -0.90
C  0.37  0.47  -1.90
C  1.74  0.23  -1.82
C  2.44  0.68  -0.69
O  3.79  0.41  -0.52
C  4.65  1.53  -0.52
H  4.56  2.09  -1.45
H  5.65  1.13  -0.42
H  4.43  2.20  0.32
O  2.24  -0.48  -2.86
C  3.61  -0.83  -2.94
H  3.69  -1.42  -3.86
H  4.24  0.06  -3.03
H  3.93  -1.43  -2.09
H  -0.15  0.10  -2.78
N  -1.70  1.28  -1.04
C  -2.59  1.69  -0.11
O  -2.31  2.16  0.98
C  -4.04  1.49  -0.54
C  -4.59  0.23  0.11
C  -6.01  -0.08  -0.31
H  -6.07  -0.15  -1.39
H  -6.69  0.70  0.03
H  -6.32  -1.03  0.11
H  -4.49  0.27  1.19
S  -3.57  -1.21  -0.45
O  -4.29  -2.41  -0.14
O  -3.22  -0.98  -1.83
C  -2.02  -1.26  0.49
C  -0.92  -1.76  -0.19
C  0.29  -1.88  0.46
C  0.41  -1.48  1.80
C  -0.71  -1.00  2.47
C  -1.93  -0.90  1.82
H  -2.79  -0.53  2.35
H  -0.62  -0.72  3.51
O  1.57  -1.60  2.48
C  2.76  -1.76  1.74
C  2.65  -2.44  0.38
O  3.60  -2.93  -0.18
N  1.41  -2.42  -0.17
H  1.31  -2.77  -1.11
H  3.22  -0.77  1.55
H  3.45  -2.33  2.37
H  -1.03  -2.06  -1.22
H  -4.12  1.40  -1.62
H  -4.62  2.35  -0.20
H  -2.08  0.77  -1.83
H  -0.17  2.09  1.00
H  1.37  3.24  2.27
H  2.57  2.41  3.29

Summary:
SMILES   COc1cc(NC(=O)C[C@@H](C)S(=O)(=O)c2ccc3c(c2)NC(=O)CO3)cc(OC)c1OC
2S+1   1
M   464.5 g mol⁻¹
Relative energy (zero: lowest compared OMol25 entry of this formula, charge and spin)   183.2 kJ/mol

Record 5
# C21H24N2OPtS4

C21H24N2OPtS4 as an isolated structure (wB97M-V/def2-TZVPD, OMol25).

Cartesian coordinates (Å):
Pt  0.00  -2.44  -1.82
O  -0.01  -7.92  -5.80
C  -0.01  -6.97  -5.11
S  -0.44  -5.31  -5.71
C  -0.20  -4.52  -4.22
C  0.18  -5.37  -3.06
S  0.41  -4.70  -1.57
S  0.41  -7.03  -3.35
S  -0.39  -2.90  -4.04
C  -1.17  -1.18  4.93
C  0.07  -0.59  4.24
C  1.35  -1.11  4.92
C  0.02  0.94  4.36
C  0.07  -1.05  2.79
C  0.11  -2.41  2.48
C  0.14  -2.82  1.17
N  0.13  -1.95  0.15
C  0.05  -0.63  0.42
C  0.03  -0.16  1.72
C  -0.05  0.24  -0.77
C  -0.04  1.62  -0.73
C  -0.08  2.38  -1.90
C  -0.11  1.67  -3.10
C  -0.14  0.29  -3.09
N  -0.13  -0.42  -1.95
C  -0.07  3.90  -1.83
C  1.22  4.34  -1.11
C  -0.11  4.53  -3.21
C  -1.30  4.35  -1.03
H  -1.19  -0.86  5.97
H  -1.16  -2.28  4.93
H  -2.09  -0.85  4.46
H  1.36  -0.78  5.96
H  2.24  -0.71  4.43
H  1.40  -2.20  4.91
H  0.02  1.21  5.42
H  -0.89  1.35  3.92
H  0.89  1.41  3.90
H  0.13  -3.16  3.26
H  0.18  -3.87  0.92
H  -0.03  0.90  1.90
H  0.02  2.12  0.23
H  -0.12  2.18  -4.05
H  -0.18  -0.26  -4.01
H  2.11  4.02  -1.64
H  1.27  3.96  -0.08
H  1.24  5.43  -1.05
H  0.76  4.26  -3.82
H  -0.10  5.62  -3.11
H  -1.01  4.27  -3.76
H  -1.29  3.97  0.00
H  -2.22  4.03  -1.51
H  -1.31  5.44  -0.97

Summary:
Total charge   +2
2S+1   1
M   643.8 g mol⁻¹
Relative energy (zero: lowest compared OMol25 entry of this formula, charge and spin)   0.0 kJ/mol

Record 6
# C21H24N4O3RuSeSi

C21H24N4O3RuSeSi as an isolated structure (wB97M-V/def2-TZVPD, OMol25).

Cartesian coordinates (Å):
Ru  -0.13  -0.55  -0.07
O  1.33  7.04  2.15
C  1.43  6.20  1.37
O  1.46  5.36  0.56
C  -1.21  3.56  -1.76
C  0.11  3.46  -1.44
C  0.38  2.18  -1.07
N  -0.62  1.34  -0.89
C  -1.87  1.54  -1.22
C  -2.27  2.75  -1.76
C  -2.78  0.36  -0.78
C  -4.18  0.39  -1.00
C  -4.97  -0.55  -0.44
C  -4.36  -1.55  0.37
C  -3.00  -1.60  0.53
N  -2.30  -0.69  -0.10
C  1.78  1.53  -0.81
C  2.89  2.31  -1.14
C  4.16  1.82  -0.91
C  4.24  0.45  -0.47
C  3.13  -0.26  -0.13
N  1.97  0.31  -0.37
H  0.89  4.27  -1.49
H  -3.21  2.91  -2.25
H  -4.74  1.17  -1.57
H  -6.02  -0.49  -0.53
H  -5.00  -2.25  0.88
H  -2.52  -2.19  1.23
H  2.86  3.29  -1.55
H  5.04  2.47  -1.17
H  5.19  -0.03  -0.34
H  3.05  -1.30  0.27
C  -0.94  -0.36  3.08
Si  0.47  -1.54  3.11
C  0.30  -2.82  4.47
C  2.22  -0.79  3.05
Se  0.20  -2.67  0.97
H  -0.76  0.56  2.54
H  -1.28  -0.10  4.16
H  -1.78  -0.81  2.64
H  0.82  -2.35  5.40
H  0.85  -3.66  4.11
H  -0.71  -3.12  4.76
H  2.28  0.23  3.40
H  2.42  -0.60  2.00
H  3.00  -1.44  3.47
C  0.60  -3.51  -2.89
C  0.10  -2.15  -3.23
N  -0.27  -1.84  -4.47
O  0.17  -1.25  -2.34
H  0.41  -4.22  -3.71
H  0.15  -3.91  -2.01
H  1.67  -3.42  -2.75
H  -0.21  -2.59  -5.20
H  -0.42  -0.88  -4.66

Summary:
Calculated total energy   -4044.6561 hartree
Total charge   +2
2S+1   5
M   588.6 g mol⁻¹

Record 7
# C21H24N4O4S

A single C21H24N4O4S molecule (wB97M-V/def2-TZVPD, OMol25).

Cartesian coordinates (Å):
C  -2.70  -1.31  2.48
H  -2.90  -1.66  3.48
H  -2.79  -0.23  2.45
H  -1.67  -1.56  2.22
C  -3.68  -1.96  1.50
N  -3.33  -1.79  0.10
S  -3.84  -0.40  -0.64
O  -5.13  -0.08  -0.11
O  -3.69  -0.58  -2.06
C  -2.71  0.92  -0.17
C  -1.54  1.09  -0.87
C  -0.65  2.09  -0.49
C  -0.96  2.95  0.57
C  -2.16  2.77  1.24
C  -3.04  1.76  0.89
H  -3.98  1.62  1.39
H  -2.41  3.43  2.05
C  -0.04  4.07  0.98
H  0.71  4.27  0.22
H  0.46  3.83  1.91
H  -0.62  4.97  1.14
N  0.55  2.25  -1.24
C  1.82  2.02  -0.85
O  2.76  2.20  -1.60
C  2.01  1.46  0.57
N  2.41  0.07  0.48
C  3.71  -0.31  0.23
C  4.75  0.61  0.03
C  6.03  0.17  -0.20
C  6.33  -1.20  -0.22
C  5.33  -2.11  -0.04
C  4.01  -1.69  0.19
N  3.05  -2.64  0.36
C  1.84  -2.26  0.56
C  1.40  -0.87  0.65
O  0.25  -0.53  0.87
H  1.08  -3.02  0.69
H  5.51  -3.18  -0.06
H  7.34  -1.52  -0.40
H  6.81  0.89  -0.36
H  4.55  1.67  0.00
H  1.06  1.47  1.11
H  2.77  2.03  1.10
H  0.44  2.46  -2.22
H  -1.33  0.46  -1.72
C  -2.12  -2.42  -0.39
C  -2.42  -3.27  -1.62
H  -1.50  -3.74  -1.98
H  -2.84  -2.65  -2.40
H  -3.14  -4.05  -1.37
H  -1.72  -3.04  0.41
H  -1.38  -1.65  -0.63
H  -3.74  -3.04  1.69
H  -4.67  -1.53  1.61

Summary:
SMILES   CCN(CC)S(=O)(=O)c1ccc(C)c(NC(=O)Cn2c(=O)cnc3ccccc32)c1
2S+1   1
M   428.5 g mol⁻¹
Relative energy (zero: lowest compared OMol25 entry of this formula, charge and spin)   113.4 kJ/mol

Record 8
# C21H24N4OS2Tc

C21H24N4OS2Tc as an isolated structure (wB97M-V/def2-TZVPD, OMol25).

Cartesian coordinates (Å):
Tc  -0.15  0.16  0.13
S  -0.13  0.17  2.43
C  -0.15  1.81  2.84
N  -0.29  2.19  4.07
C  -0.43  3.63  4.36
C  0.59  4.35  3.54
N  0.29  4.08  2.12
C  0.32  5.23  1.21
C  -0.85  6.14  1.48
C  -2.15  5.67  1.33
C  -3.22  6.51  1.60
C  -3.00  7.81  2.01
C  -1.70  8.28  2.16
C  -0.63  7.45  1.89
C  0.01  2.87  1.77
S  -0.16  2.45  0.14
C  -0.28  1.28  5.22
C  1.00  1.46  6.00
C  2.22  1.20  5.40
C  3.40  1.37  6.11
C  3.35  1.81  7.43
C  2.13  2.07  8.04
C  0.96  1.89  7.32
H  -0.28  3.81  5.42
H  -1.44  3.93  4.09
H  1.59  3.99  3.75
H  0.56  5.42  3.73
H  0.31  4.89  0.17
H  1.26  5.75  1.36
H  -2.34  4.66  1.00
H  -4.23  6.14  1.48
H  -3.84  8.47  2.22
H  -1.53  9.30  2.47
H  0.38  7.82  2.00
H  -0.40  0.25  4.89
H  -1.15  1.52  5.84
H  2.27  0.84  4.38
H  4.35  1.16  5.64
H  4.27  1.94  7.99
H  2.09  2.40  9.06
H  0.00  2.09  7.80
O  1.52  -0.05  -0.09
C  -5.39  -0.42  1.04
N  -4.54  -0.52  -0.16
C  -5.23  -0.39  -1.46
C  -3.30  -0.22  -0.08
N  -2.15  -0.01  -0.01
H  -6.24  -1.08  0.91
H  -5.74  0.61  1.18
H  -4.83  -0.73  1.91
H  -6.09  -1.05  -1.46
H  -4.57  -0.68  -2.27
H  -5.56  0.64  -1.62

Summary:
Total charge   +2
2S+1   4
M   510.6 g mol⁻¹
Relative energy (zero: lowest compared OMol25 entry of this formula, charge and spin)   91.6 kJ/mol